Entry 1:
Here is C8H13AlO5 as an isolated structure from OMol25. Energies are from the ωB97M-V functional and the def2-TZVPD basis.

```
! RIJCOSX wB97M-V def2-TZVPD def2/J DEFGRID3
* xyz 3 2
Al -19.58214 1.28934 -0.96339
O -22.78922 -0.85061 -6.55811
O -24.31386 6.16059 -3.12337
O -23.74438 0.09015 -4.80603
O -20.72726 2.01978 -3.46165
O -24.95411 3.99270 -3.28886
C -23.11502 6.94104 -3.19117
C -24.07728 4.87597 -3.31895
C -24.21809 1.35759 -4.48169
C -22.64232 4.70416 -3.59895
C -22.95990 1.62972 -6.46825
C -24.24836 2.10631 -5.83299
C -22.22325 6.05995 -4.07275
C -23.10614 0.17742 -5.99239
H -22.52151 3.85385 -4.27013
H -25.09056 1.97393 -6.51216
H -23.45905 1.79423 -3.83261
H -23.11320 1.67094 -7.54663
H -21.14168 6.18990 -4.03490
H -22.82862 6.98451 -2.14037
H -25.16449 1.29467 -3.94460
H -24.18892 3.18987 -5.73066
H -22.14302 4.36177 -2.69254
H -22.54726 6.16398 -5.10826
H -23.18182 7.87519 -3.74884
H -22.02395 2.06808 -6.12192
H -20.87341 1.64196 -4.35070
*
```

- Total energy: -929.86517 Eh
- Lowest unoccupied orbital energy (alpha / beta): -0.5556 / -0.5501 hartree
- Expectation value of S²: 1.77
- HOMO (alpha / beta): -21.6381 / -21.5687 eV

Atom charges from the Löwdin analysis, given in e for atoms 1 to 5:
1. Al 1.085
2. O 0.495
3. O 0.157
4. O 0.130
5. O -0.086



Entry 2:
Here is a 2-piece molecular cluster, C8H13BF4NO5 overall from OMol25. Energies are from the ωB97M-V functional and the def2-TZVPD basis.

```
! RIJCOSX wB97M-V def2-TZVPD def2/J DEFGRID3
* xyz -1 1
F 4.60270 2.57184 3.13248
F 2.31306 2.53571 4.29345
F 1.09755 3.08368 2.50787
F 3.40162 3.99108 1.82092
O 1.46386 -1.99910 1.12315
O 3.50144 -1.13024 1.50620
O -3.72406 -0.68172 -2.61562
O -0.87081 -0.30737 1.81348
O -0.31771 0.87532 -0.25593
N 1.86083 0.89098 2.81143
C 2.17744 2.26412 2.91958
C 2.23445 -1.05058 1.31799
C -1.74383 -1.73136 -3.38258
C -2.15426 -2.37477 -2.07133
C -3.10205 -1.33815 -1.49823
C 1.65913 0.44204 1.40174
C -3.02991 -1.04564 -3.81275
C 3.54074 2.66604 2.25552
B 0.08532 0.33893 0.98512
H -1.31746 -2.59819 -1.40932
H -3.67297 -1.72848 -4.38108
H -2.69315 -3.30726 -2.26806
H -2.84970 -0.15392 -4.41708
H -2.56098 -0.58195 -0.92257
H -0.96477 -0.98565 -3.20169
H 1.02816 0.69490 3.37488
H -1.07440 0.29220 2.55375
H -1.37188 -2.44082 -4.12296
H 0.38965 1.44347 -0.60301
H 2.13633 1.09376 0.63120
H 3.82521 2.05027 1.37251
H -3.86957 -1.77914 -0.85908
*
```

- Total energy: -1168.06161 Eh
- Lowest unoccupied orbital energy: 0.1042 hartree
- HOMO: -4.6486 eV
- Energy relative to the best compared isomer or geometry (same formula, charge and spin): 22.6 kcal/mol

Atom charges from the Löwdin analysis, given in e for atoms 1 to 5:
1. F 0.059
2. F 0.049
3. F 0.047
4. F 0.022
5. O -0.025



Entry 3:
Here is C8H13Cl2MgO6 as an isolated structure from OMol25. Energies are from the ωB97M-V functional and the def2-TZVPD basis.

```
! RIJCOSX wB97M-V def2-TZVPD def2/J DEFGRID3
* xyz -1 1
Cl -4.03573 -5.34942 3.01618
Cl -2.76289 -2.42920 3.14265
Mg -0.24339 1.02091 -1.51493
O 0.17943 -2.44190 -4.56665
O 5.43912 0.61962 2.53602
O 2.22736 -2.08476 -4.70561
O -1.83173 5.04778 -1.80035
O 3.39221 1.04066 1.86880
O -0.20800 5.09675 -3.04616
C 1.40600 -3.91120 -6.09804
C -2.96448 -3.39118 4.58007
C -4.24824 -4.24179 4.36992
C -1.32009 7.21808 -2.85696
C -1.17773 5.71774 -2.58598
C 1.25347 -2.75430 -5.15568
C 3.88616 1.15478 4.28373
C 4.23696 0.90995 2.81804
H -2.02395 -3.91934 4.73677
H 4.74731 1.61598 4.76727
H 0.49740 -4.51181 -6.05543
H -0.34370 7.65121 -2.63975
H -1.61496 7.44429 -3.88164
H -5.17449 -3.71616 4.13778
H 1.44796 -3.43883 -7.07948
H 2.27078 -4.54281 -5.89480
H -2.06136 7.63584 -2.17571
H -4.34736 -4.90707 5.22764
H 3.43397 0.30133 4.78895
H -3.25993 -2.83644 5.47061
H 3.20000 2.00121 4.31282
*
```

- Total energy: -1884.35191 Eh
- Lowest unoccupied orbital energy: -0.1048 hartree
- HOMO: -4.9802 eV
- Energy relative to the best compared isomer or geometry (same formula, charge and spin): 286.5 kcal/mol

Atom charges from the Löwdin analysis, given in e for atoms 1 to 5:
1. Cl 0.526
2. Cl 0.565
3. Mg 0.826
4. O -0.022
5. O -0.039